(w)
One molecule with the formula C4H7NO. Source: the Open Molecules 2025 dataset; level of theory: wB97M-V/def2-TZVPD.

CARTESIAN COORDINATES (ANGSTROEM)
C  -1.68  -0.28  0.08
C  -0.21  -0.60  -0.24
C  0.75  0.39  0.41
O  0.58  1.69  -0.09
C  2.14  -0.08  0.18
N  3.18  -0.52  -0.09
H  -1.87  -0.40  1.17
H  -1.91  0.77  -0.19
H  -2.39  -0.93  -0.47
H  0.05  -1.62  0.09
H  -0.03  -0.59  -1.31
H  0.61  0.45  1.50
H  0.78  1.71  -1.05

Computed properties:
- structure (SMILES) = CC[C@H](O)C#N


(x)
One molecule with the formula C4H7NO. Source: the Open Molecules 2025 dataset; level of theory: wB97M-V/def2-TZVPD.

CARTESIAN COORDINATES (ANGSTROEM)
C  -1.59  -0.60  0.17
C  -0.23  -0.17  -0.38
C  0.33  1.04  0.31
O  1.73  0.97  -0.01
C  1.94  -0.37  -0.23
N  0.94  -1.13  -0.36
H  -1.66  -1.68  0.14
H  -2.43  -0.20  -0.43
H  -1.76  -0.26  1.20
H  -0.33  0.07  -1.45
H  0.22  1.01  1.41
H  -0.16  1.92  -0.08
H  3.00  -0.62  -0.28

Computed properties:
- structure (SMILES) = C[C@H]1COC=N1


Which of them is least stable? Easy: (x).


(w)
A 2-piece molecular cluster, C4H12 overall. Source: the Open Molecules 2025 dataset; level of theory: wB97M-V/def2-TZVPD.

CARTESIAN COORDINATES (ANGSTROEM)
C  -1.42  -0.20  1.01
C  -1.43  -0.06  2.58
H  -0.54  0.25  0.57
H  -1.46  -1.25  0.62
H  -2.35  0.34  0.75
H  -0.89  0.85  2.83
H  -1.03  -0.94  3.09
H  -2.47  0.03  2.87
C  0.95  0.66  -1.95
C  1.94  -0.51  -1.62
H  1.20  1.35  -2.79
H  -0.03  0.27  -2.23
H  0.88  1.27  -1.07
H  1.55  -1.20  -0.90
H  2.79  0.02  -1.19
H  2.33  -0.88  -2.57

Computed properties:
- structure (SMILES) = CC.CC


(x)
A 2-piece molecular cluster, C4H12 overall. Source: the Open Molecules 2025 dataset; level of theory: wB97M-V/def2-TZVPD.

CARTESIAN COORDINATES (ANGSTROEM)
C  -2.05  0.11  -0.33
C  -2.26  0.66  -1.72
H  -1.31  -0.69  -0.23
H  -1.66  0.91  0.31
H  -2.95  -0.26  0.15
H  -2.94  0.16  -2.40
H  -1.28  0.70  -2.23
H  -2.47  1.72  -1.60
C  1.75  -0.79  1.55
C  2.48  0.00  0.41
H  1.71  -1.86  1.41
H  2.34  -0.68  2.48
H  0.81  -0.28  1.73
H  2.41  1.05  0.62
H  1.95  -0.28  -0.49
H  3.46  -0.47  0.34

Computed properties:
- structure (SMILES) = CC.CC


Which of them is least stable? Easy: (w).


(w)
A 2-piece molecular cluster, C4H12 overall. Source: the Open Molecules 2025 dataset; level of theory: wB97M-V/def2-TZVPD.

CARTESIAN COORDINATES (ANGSTROEM)
C  0.61  -2.81  0.15
C  0.09  -1.36  -0.18
H  -0.11  -3.28  0.80
H  0.65  -3.36  -0.79
H  1.60  -2.70  0.58
H  0.43  -1.08  -1.18
H  0.65  -0.63  0.40
H  -0.97  -1.28  -0.02
C  -1.08  1.98  -0.31
C  0.35  2.20  0.36
H  -0.92  2.19  -1.36
H  -1.49  0.98  -0.23
H  -1.66  2.72  0.23
H  0.71  3.05  -0.21
H  0.96  1.35  0.05
H  0.29  2.23  1.43

Computed properties:
- structure (SMILES) = CC.CC


(x)
A 2-piece molecular cluster, C4H12 overall. Source: the Open Molecules 2025 dataset; level of theory: wB97M-V/def2-TZVPD.

CARTESIAN COORDINATES (ANGSTROEM)
C  1.90  1.61  -0.14
C  2.36  0.48  -1.07
H  0.86  1.45  0.12
H  2.43  1.56  0.81
H  2.05  2.56  -0.65
H  3.42  0.22  -0.96
H  2.25  0.60  -2.15
H  1.84  -0.43  -0.76
C  -2.63  -1.57  0.40
C  -1.69  -0.43  0.75
H  -2.75  -1.74  -0.67
H  -2.30  -2.51  0.83
H  -3.63  -1.38  0.79
H  -1.06  -0.78  1.59
H  -0.86  -0.14  0.09
H  -2.20  0.48  1.02

Computed properties:
- structure (SMILES) = CC.CC


Which of them is least stable? Easy: (w).


(w)
A 2-piece molecular cluster, C4H12 overall. Source: the Open Molecules 2025 dataset; level of theory: wB97M-V/def2-TZVPD.

CARTESIAN COORDINATES (ANGSTROEM)
C  -1.15  -0.80  1.90
C  -1.23  0.68  2.23
H  -0.22  -1.18  1.73
H  -1.61  -1.40  2.71
H  -1.65  -0.94  0.85
H  -2.29  0.97  2.12
H  -0.66  1.30  1.43
H  -1.05  0.72  3.26
C  1.05  -0.41  -1.51
C  1.38  0.56  -2.67
H  -0.03  -0.78  -1.55
H  1.74  -1.38  -1.43
H  1.22  0.06  -0.51
H  2.48  0.72  -2.69
H  0.94  0.31  -3.59
H  1.08  1.56  -2.29

Computed properties:
- structure (SMILES) = CC.CC


(x)
A 2-piece molecular cluster, C4H12 overall. Source: the Open Molecules 2025 dataset; level of theory: wB97M-V/def2-TZVPD.

CARTESIAN COORDINATES (ANGSTROEM)
C  -0.39  -1.90  -0.93
C  -1.34  -0.84  -1.42
H  -0.68  -2.19  0.07
H  -0.25  -2.70  -1.74
H  0.55  -1.40  -0.81
H  -0.78  0.06  -1.76
H  -2.10  -0.62  -0.47
H  -2.19  -1.12  -2.08
C  0.65  0.88  1.61
C  1.08  1.88  0.67
H  0.37  -0.16  1.14
H  1.48  0.72  2.33
H  -0.11  1.02  2.33
H  2.19  1.71  0.60
H  0.95  2.87  1.06
H  0.55  1.71  -0.27

Computed properties:
- structure (SMILES) = CC.CC


(y)
A 2-piece molecular cluster, C4H12 overall. Source: the Open Molecules 2025 dataset; level of theory: wB97M-V/def2-TZVPD.

CARTESIAN COORDINATES (ANGSTROEM)
C  1.34  1.87  -1.89
C  0.33  1.15  -1.03
H  0.98  2.85  -2.22
H  2.31  2.06  -1.43
H  1.53  1.31  -2.81
H  0.28  0.11  -1.31
H  -0.67  1.56  -1.13
H  0.56  1.18  0.04
C  -0.52  -2.14  1.72
C  -1.13  -0.88  1.18
H  -0.67  -2.19  2.81
H  -1.00  -3.04  1.35
H  0.56  -2.30  1.70
H  -1.20  -0.82  0.10
H  -0.53  -0.02  1.48
H  -2.10  -0.62  1.63

Computed properties:
- structure (SMILES) = CC.CC


(z)
A 2-piece molecular cluster, C4H12 overall. Source: the Open Molecules 2025 dataset; level of theory: wB97M-V/def2-TZVPD.

CARTESIAN COORDINATES (ANGSTROEM)
C  -0.54  2.10  1.28
C  -1.45  0.89  1.36
H  -1.11  3.02  1.40
H  0.22  2.11  2.08
H  -0.03  2.14  0.32
H  -0.88  -0.05  1.21
H  -2.25  0.95  0.64
H  -1.89  0.76  2.34
C  1.42  -1.99  -0.96
C  0.57  -0.98  -1.71
H  2.10  -1.49  -0.28
H  0.77  -2.67  -0.40
H  2.02  -2.59  -1.64
H  -0.05  -1.49  -2.44
H  1.18  -0.23  -2.20
H  -0.09  -0.47  -1.00

Computed properties:
- structure (SMILES) = CC.CC


Which of them is least stable? Easy: (x).


(w)
A 2-piece molecular cluster, C4H12 overall. Source: the Open Molecules 2025 dataset; level of theory: wB97M-V/def2-TZVPD.

CARTESIAN COORDINATES (ANGSTROEM)
C  1.13  1.21  0.19
C  2.21  0.90  1.22
H  0.83  0.24  -0.23
H  0.26  1.73  0.58
H  1.52  1.76  -0.67
H  3.19  0.78  0.76
H  1.99  0.00  1.79
H  2.33  1.69  1.97
C  -1.48  -0.94  -1.42
C  -1.95  -1.09  0.05
H  -0.85  -1.80  -1.64
H  -2.27  -0.92  -2.17
H  -0.84  -0.06  -1.51
H  -2.56  -0.26  0.39
H  -1.05  -1.19  0.64
H  -2.47  -2.04  0.07

Computed properties:
- structure (SMILES) = CC.CC


(x)
A 2-piece molecular cluster, C4H12 overall. Source: the Open Molecules 2025 dataset; level of theory: wB97M-V/def2-TZVPD.

CARTESIAN COORDINATES (ANGSTROEM)
C  -2.80  -0.74  0.57
C  -1.38  -1.12  0.29
H  -3.41  -1.03  -0.29
H  -3.23  -1.22  1.45
H  -2.91  0.33  0.76
H  -1.18  -1.87  -0.48
H  -0.86  -1.45  1.19
H  -0.78  -0.31  -0.12
C  2.54  1.49  -0.52
C  1.60  0.31  -0.37
H  2.11  2.38  -0.98
H  2.95  1.80  0.44
H  3.43  1.33  -1.14
H  2.05  -0.57  0.07
H  1.01  0.00  -1.23
H  0.89  0.68  0.37

Computed properties:
- structure (SMILES) = CC.CC


Which of them is least stable? Easy: (x).